Computed, not measured: a 16-piece molecular cluster, C82H212N16O25 overall at a distorted geometry, with wB97M-V/def2-TZVPD.

Each line ends with the Löwdin charge.
CARTESIAN COORDINATES (ANGSTROEM)
C 11.8153 19.1982 11.6708  -0.10
O 12.0718 19.7770 10.4119  -0.16
C 11.6760 18.9846 9.3337  -0.24
C 11.9572 19.5694 7.9309  -0.17
N 13.3339 19.8161 7.4990  -0.04
C 14.1781 18.6132 7.5561  -0.20
C 15.5933 18.8554 7.0074  -0.23
O 16.3731 19.5585 7.9698  -0.17
C 17.6230 19.7941 7.3623  -0.12
H 12.6301 18.5707 12.0319  0.08
H 10.8844 18.6316 11.6490  0.07
H 11.6246 20.0127 12.3696  0.09
H 10.6055 18.7940 9.4101  0.10
H 12.0752 17.9706 9.3539  0.09
H 11.4033 20.5044 8.0160  0.10
H 11.4802 18.9622 7.1615  0.09
H 13.9086 20.3378 8.1452  0.10
H 13.7333 17.9775 6.7905  0.09
H 14.2316 18.1442 8.5385  0.12
H 15.5553 19.3232 6.0236  0.12
H 16.0577 17.8734 6.9182  0.10
H 17.4667 20.6582 6.7165  0.09
H 18.0053 18.9087 6.8544  0.08
H 18.4446 19.9965 8.0495  0.08
C 13.3688 18.3250 15.6175  -0.10
O 13.7041 17.2693 16.5109  -0.21
C 13.9252 17.6993 17.8542  -0.22
C 15.0708 18.7132 18.1399  -0.17
N 14.6429 20.0940 17.8255  -0.06
C 13.4807 20.6862 18.5070  -0.19
C 13.1970 22.1528 18.0341  -0.24
O 14.2231 22.9928 18.5032  -0.20
C 14.0757 24.4356 18.1079  -0.05
H 12.6085 18.9806 16.0420  0.08
H 12.9291 17.8199 14.7575  0.07
H 14.2400 18.8334 15.2043  0.09
H 14.3243 16.8860 18.4602  0.11
H 12.9908 17.9166 18.3718  0.10
H 15.8935 18.4364 17.4807  0.12
H 15.3871 18.6773 19.1824  0.11
H 15.4044 20.6822 18.1322  0.10
H 13.5385 20.6730 19.5954  0.11
H 12.5248 20.1871 18.3481  0.08
H 12.2585 22.5298 18.4405  0.11
H 13.0567 22.2411 16.9568  0.12
H 14.7176 25.0626 18.7266  0.08
H 13.0789 24.8715 18.1751  0.08
H 14.4324 24.5377 17.0830  0.08
C 20.1236 6.6686 5.3061  -0.11
O 20.6210 7.3362 4.1469  -0.21
C 19.9763 7.0731 2.8705  -0.17
C 18.5471 7.6590 2.7966  -0.22
N 18.5122 9.0797 2.5524  -0.08
C 17.2294 9.7898 2.4838  -0.19
C 16.4503 9.8552 3.8123  -0.23
O 15.2920 10.5781 3.5107  -0.22
C 14.2288 10.6643 4.4702  -0.09
H 19.1653 7.0458 5.6632  0.07
H 20.7656 6.8876 6.1593  0.08
H 20.1471 5.5886 5.1604  0.09
H 20.0556 6.0047 2.6697  0.11
H 20.5928 7.5215 2.0914  0.12
H 17.9760 7.4023 3.6889  0.10
H 18.0207 7.2668 1.9265  0.12
H 19.0293 9.5648 3.2717  0.10
H 16.6128 9.3468 1.7017  0.12
H 17.4141 10.8228 2.1893  0.11
H 17.0463 10.3488 4.5800  0.12
H 16.1144 8.8456 4.0485  0.12
H 13.8039 9.6689 4.6003  0.08
H 13.4435 11.3627 4.1810  0.06
H 14.7008 10.9732 5.4028  0.08
C 5.6849 14.2773 3.7837  -0.11
O 6.1237 15.5914 3.9767  -0.24
C 7.4191 15.8782 3.3895  -0.17
C 7.7857 17.3906 3.4481  -0.20
N 9.0455 17.5469 2.7763  -0.05
C 9.5174 18.8919 2.5301  -0.18
C 10.9577 18.9828 1.8724  -0.17
O 11.9180 18.4603 2.7865  -0.26
C 12.4124 19.3736 3.8265  -0.03
H 6.3694 13.5375 4.1987  0.06
H 5.5960 14.2147 2.6991  0.09
H 4.6948 14.1758 4.2280  0.09
H 7.3967 15.6325 2.3278  0.12
H 8.1513 15.2655 3.9153  0.11
H 7.8076 17.6561 4.5050  0.11
H 6.9878 17.9341 2.9421  0.11
H 9.7767 17.0594 3.2742  0.07
H 9.6803 19.4834 3.4310  0.09
H 8.7508 19.4050 1.9494  0.12
H 11.3061 19.9222 1.4431  0.12
H 10.9883 18.3376 0.9944  0.11
H 13.2588 18.9484 4.3660  0.08
H 11.6129 19.5913 4.5347  0.07
H 12.7654 20.2664 3.3104  0.09
C 11.9504 12.3678 12.8060  -0.14
O 10.8184 11.8069 12.3096  -0.21
C 9.6705 11.9345 13.1470  -0.18
C 8.4435 11.3163 12.4048  -0.21
N 8.1776 12.1674 11.2827  -0.05
C 7.1017 11.5939 10.4098  -0.15
C 6.7358 12.5068 9.2226  -0.19
O 7.8371 12.5277 8.3074  -0.22
C 7.4901 13.0392 7.0406  -0.11
H 12.7792 12.2184 12.1140  0.08
H 12.2130 11.7744 13.6818  0.10
H 11.8136 13.4364 12.9715  0.07
H 9.4829 12.9570 13.4746  0.10
H 9.8903 11.3703 14.0533  0.12
H 7.5527 11.2840 13.0321  0.12
H 8.8099 10.3417 12.0823  0.12
H 9.0688 12.2305 10.8117  0.09
H 6.1852 11.3065 10.9250  0.12
H 7.5734 10.7233 9.9541  0.11
H 6.6688 13.5429 9.5544  0.10
H 5.8008 12.2224 8.7399  0.11
H 7.0597 12.2561 6.4165  0.08
H 8.4217 13.3602 6.5747  0.08
H 6.7861 13.8670 6.9560  0.08
C 9.2582 11.2158 20.5203  -0.08
O 10.3846 11.2177 19.6052  -0.19
C 11.6051 10.8573 20.2165  -0.23
C 12.8024 10.8401 19.2130  -0.20
N 12.9125 12.1449 18.5531  -0.06
C 13.6229 12.0514 17.2697  -0.21
C 13.3867 13.3822 16.6013  -0.23
O 12.0340 13.4074 16.1296  -0.20
C 11.6872 14.7390 15.6224  -0.08
H 9.3424 11.9239 21.3446  0.09
H 9.1531 10.1828 20.8520  0.08
H 8.2885 11.2702 20.0255  0.08
H 11.4838 9.8219 20.5350  0.11
H 11.9278 11.4018 21.1040  0.12
H 12.6073 10.0447 18.4938  0.10
H 13.7662 10.5373 19.6223  0.11
H 12.0401 12.6506 18.4958  0.10
H 13.3565 11.2243 16.6117  0.11
H 14.6917 11.8923 17.4127  0.12
H 13.9804 13.3802 15.6872  0.11
H 13.6234 14.2070 17.2733  0.12
H 12.2052 15.0432 14.7128  0.07
H 11.7945 15.4915 16.4036  0.06
H 10.6312 14.6018 15.3900  0.08
C 6.4062 21.4724 3.6648  -0.13
O 6.0006 20.1663 3.8881  -0.22
C 4.6869 19.9791 4.4897  -0.16
C 4.5387 18.4717 4.9231  -0.17
N 5.2239 18.2068 6.1910  -0.06
C 5.1507 16.8510 6.6904  -0.17
C 5.6110 16.8608 8.2088  -0.24
O 6.9132 17.2785 8.3590  -0.21
C 7.3790 16.9434 9.6846  -0.06
H 5.6009 22.1085 3.2975  0.09
H 7.2311 21.4825 2.9524  0.08
H 6.8439 21.9084 4.5629  0.06
H 3.9084 20.2253 3.7676  0.11
H 4.5515 20.5994 5.3756  0.12
H 4.9849 17.8541 4.1437  0.09
H 3.4732 18.2649 5.0233  0.12
H 6.1569 18.5785 6.2979  0.09
H 5.8943 16.2406 6.1780  0.09
H 4.1401 16.4455 6.6420  0.12
H 5.4999 15.8546 8.6130  0.10
H 5.0124 17.6074 8.7308  0.11
H 6.6504 16.8304 10.4874  0.07
H 8.1912 17.6087 9.9777  0.07
H 7.9567 16.0212 9.6210  0.07
C 6.6245 14.6978 13.5754  -0.09
O 5.8786 15.2986 12.5128  -0.25
C 4.6983 16.0340 12.9445  -0.17
C 3.9513 16.3569 11.6200  -0.20
N 3.0292 15.3007 11.2512  -0.06
C 3.7797 14.1027 10.8552  -0.19
C 2.8122 13.0115 10.4103  -0.21
O 3.4029 11.8722 9.8032  -0.19
C 2.4409 10.8965 9.5788  -0.14
H 6.0816 13.8029 13.8797  0.08
H 6.7513 15.4077 14.3928  0.08
H 7.5636 14.3328 13.1596  0.06
H 4.9502 16.9836 13.4166  0.11
H 4.0615 15.3755 13.5353  0.12
H 4.6353 16.6089 10.8096  0.08
H 3.3246 17.2093 11.8822  0.12
H 2.4844 15.6119 10.4598  0.10
H 4.3068 13.7656 11.7478  0.12
H 4.4440 14.3299 10.0214  0.10
H 2.1025 13.5019 9.7440  0.12
H 2.2582 12.6173 11.2622  0.12
H 2.8773 9.9872 9.1655  0.09
H 1.5665 11.2173 9.0125  0.09
H 2.0741 10.4632 10.5093  0.08
C 7.1188 19.5449 13.9791  -0.06
O 7.8831 20.7104 13.5178  -0.22
C 7.4227 21.3946 12.3447  -0.20
C 7.6795 20.4598 11.1334  -0.17
N 7.6108 21.1358 9.8041  -0.05
C 7.3178 20.2910 8.6666  -0.20
C 7.6549 21.0547 7.3420  -0.17
O 8.9623 21.6328 7.5388  -0.25
C 9.4892 22.3990 6.4364  -0.07
H 6.1556 19.8913 14.3539  0.08
H 7.6291 19.1043 14.8356  0.07
H 7.0329 18.8104 13.1783  0.07
H 7.9595 22.3407 12.2743  0.12
H 6.3828 21.6692 12.5220  0.11
H 6.8257 19.7843 11.1850  0.10
H 8.6637 19.9964 11.2030  0.11
H 8.4742 21.5958 9.5533  0.09
H 6.2839 19.9631 8.5584  0.11
H 7.9434 19.3988 8.6932  0.08
H 7.0331 21.9178 7.1042  0.12
H 7.6444 20.3553 6.5061  0.10
H 9.2762 21.8969 5.4927  0.07
H 10.5629 22.5155 6.5834  0.08
H 8.9374 23.3304 6.5632  0.09
C 9.9057 16.8601 6.8288  -0.04
C 11.0303 15.9022 7.2487  -0.37
C 10.7193 15.1625 8.5869  -0.18
O 10.7256 16.0075 9.7248  -0.21
C 10.3627 15.2838 10.9348  -0.07
N 11.2041 14.9381 6.1752  0.04
H 8.9446 16.3472 6.8643  0.07
H 9.9819 17.1606 5.7838  0.07
H 9.6100 17.6638 7.5032  0.06
H 12.0157 16.3623 7.3213  0.12
H 11.3613 14.2963 8.7476  0.11
H 9.7638 14.6383 8.5735  0.11
H 10.4991 15.9782 11.7639  0.09
H 11.0668 14.4684 11.1006  0.06
H 9.3951 14.7822 10.9235  0.07
H 10.3298 14.6994 5.7296  0.05
H 11.6983 15.2956 5.3702  0.02
C 11.8941 15.0643 0.9922  -0.02
C 11.3882 14.8141 2.4776  -0.39
C 11.6492 13.3854 3.0821  -0.14
O 10.8191 12.5641 2.2574  -0.19
C 11.2129 11.2408 2.2225  -0.13
N 11.9587 15.7868 3.3466  0.04
H 11.6619 14.1301 0.4810  0.06
H 12.9828 15.1179 0.9804  0.06
H 11.4313 15.9428 0.5425  0.06
H 10.3277 15.0609 2.4269  0.11
H 11.3328 13.5271 4.1155  0.10
H 12.7041 13.1346 2.9708  0.11
H 12.1778 11.1823 1.7190  0.10
H 10.4520 10.7412 1.6230  0.09
H 11.3229 10.7189 3.1731  0.06
H 12.9647 15.7034 3.3116  0.05
H 11.7713 16.7253 3.0240  0.03
C 16.5433 15.6757 13.5198  -0.09
C 16.1220 14.3404 13.1881  -0.51
C 16.1512 13.9366 11.6483  -0.14
O 15.4377 14.7873 10.7278  -0.18
C 14.0466 15.0274 10.9919  -0.08
N 16.8975 13.4684 13.9502  0.04
H 17.5841 15.8918 13.2789  0.09
H 16.3456 15.9622 14.5527  0.09
H 16.0571 16.4542 12.9319  0.08
H 15.0548 14.2710 13.3984  0.11
H 15.8140 12.9048 11.5496  0.12
H 17.2150 13.8933 11.4146  0.12
H 13.8985 15.5768 11.9217  0.08
H 13.4311 14.1405 10.8414  0.07
H 13.7307 15.6882 10.1847  0.08
H 17.8229 13.3932 13.5527  0.08
H 17.1853 13.9462 14.7922  0.07
C 16.6844 13.7784 4.2591  -0.04
C 15.3126 14.4609 4.2699  -0.42
C 15.1531 15.4746 5.4588  -0.16
O 15.3704 14.8533 6.7464  -0.18
C 14.5712 13.7279 7.0164  -0.10
N 15.3219 15.3266 3.1236  0.02
H 16.7449 13.0581 5.0749  0.07
H 17.5122 14.4866 4.2943  0.09
H 16.7438 13.2631 3.3004  0.07
H 14.4790 13.7648 4.1762  0.11
H 14.2252 16.0447 5.5062  0.10
H 15.9171 16.2353 5.2986  0.11
H 15.0180 13.3526 7.9371  0.09
H 14.5591 12.9227 6.2819  0.06
H 13.5414 13.9416 7.3026  0.07
H 15.7335 14.8029 2.3644  0.07
H 16.0073 16.0645 3.1997  0.08
C 7.2038 18.4246 18.6803  -0.05
C 8.6530 18.2365 19.2025  -0.42
C 9.5476 19.2932 18.4893  -0.19
O 9.5647 19.1573 17.0601  -0.21
C 9.9470 17.8874 16.5037  -0.10
N 8.6730 18.4542 20.6522  0.03
H 6.9064 19.4528 18.8862  0.08
H 6.4811 17.7289 19.1067  0.08
H 7.1118 18.3885 17.5948  0.06
H 9.0686 17.2489 19.0026  0.13
H 10.5716 19.1579 18.8375  0.10
H 9.1769 20.3081 18.6326  0.13
H 9.1538 17.1478 16.6135  0.08
H 10.9222 17.6161 16.9079  0.06
H 10.1235 17.9717 15.4314  0.09
H 9.6027 18.2138 20.9651  0.06
H 8.7641 19.4511 20.7865  0.06
C 9.0092 6.6936 3.0273  -0.06
C 9.2606 8.1642 3.4385  -0.46
C 8.1999 8.7054 4.3776  -0.19
O 8.3439 10.1263 4.5625  -0.23
C 7.6721 10.9728 3.5464  -0.05
N 10.5603 8.1403 4.0363  0.06
H 9.2521 5.9911 3.8244  0.08
H 9.6497 6.4172 2.1898  0.07
H 7.9965 6.4424 2.7118  0.07
H 9.2357 8.8413 2.5847  0.11
H 8.2086 8.0753 5.2670  0.13
H 7.2126 8.5016 3.9629  0.12
H 8.1882 11.8844 3.2451  0.08
H 6.6483 11.2167 3.8297  0.08
H 7.6108 10.4819 2.5751  0.08
H 10.7156 8.9811 4.5739  0.03
H 11.1790 8.2080 3.2408  0.08
C 11.3652 10.6717 6.4537  -0.06
C 10.6844 9.7434 7.4422  -0.38
C 11.2093 9.7269 8.9102  -0.17
O 12.6160 9.3998 8.8980  -0.19
C 13.0594 9.2082 10.2606  -0.09
N 9.2160 9.9561 7.3678  0.07
H 12.3133 10.2403 6.1326  0.05
H 11.5733 11.6684 6.8427  0.08
H 10.7199 10.7901 5.5832  0.05
H 10.8570 8.7737 6.9753  0.12
H 10.6669 9.0214 9.5395  0.12
H 11.0421 10.7156 9.3376  0.11
H 14.0441 8.7436 10.3137  0.09
H 12.4022 8.5380 10.8146  0.08
H 12.9621 10.1894 10.7253  0.07
H 8.8722 9.9689 6.4182  0.02
H 8.9413 10.8534 7.7414  0.03

gap between HOMO and LUMO = 8.690 eV
energy = -163479.5724 eV
relative energy (zero: lowest compared OMol25 entry of this formula, charge and spin) = 6.0085 eV
multiplicity = 1